Entry 1:
Computed, not measured: 5 unconnected molecules or ions with the total composition C43H33ClO10S, with ωB97M-V with the def2-TZVPD basis set.

Last column: Mulliken charge in e.
Element x y z (Å)
C  -3.77371  2.19831  4.32161  -1.40
C  -2.58941  2.85628  5.06470  -0.14
C  -2.68091  4.37541  4.90400  -1.79
C  -1.40910  5.18164  5.21098  0.32
C  -1.51562  6.61783  4.61469  -1.55
C  -0.08413  4.55177  4.83698  0.53
C  0.90358  4.58814  5.81675  -1.37
C  2.16259  4.05390  5.60381  0.26
Cl  3.32084  4.11772  6.89301  -0.20
C  2.52303  3.45269  4.39270  -0.21
S  4.10980  2.69518  4.15829  -0.21
C  1.54632  3.43721  3.38799  0.82
C  0.26517  3.97806  3.61458  0.52
C  -0.70329  3.88794  2.47960  0.08
O  -1.46020  4.76938  2.16575  -0.56
C  -0.63559  2.62293  1.69486  1.00
C  -1.75389  1.98205  1.17925  -0.89
C  -1.56743  0.81749  0.44287  -0.64
C  -0.29264  0.30056  0.20376  -1.59
C  0.83118  0.94596  0.71028  -0.96
C  0.63541  2.09860  1.46508  0.76
C  1.79728  2.82166  2.03332  -0.63
O  2.83516  2.91810  1.44462  -0.58
H  -3.80120  2.61827  3.31769  0.21
H  -4.71963  2.40826  4.81067  0.41
H  -3.60419  1.13120  4.19383  0.37
H  -2.70152  2.55966  6.10505  0.44
H  -1.68303  2.43012  4.64007  0.25
H  -3.42240  4.71267  5.63134  0.56
H  -3.10190  4.61338  3.93291  0.51
H  -1.37303  5.30861  6.29010  0.88
H  -0.60119  6.89101  4.09942  0.37
H  -2.34499  6.64528  3.91659  0.37
H  -1.69683  7.34620  5.39973  0.38
H  0.71452  5.03914  6.77870  0.49
H  4.89526  3.77997  4.23008  0.17
H  -2.74416  2.37858  1.33494  0.63
H  -2.39445  0.26080  0.03140  0.74
H  -0.14382  -0.60921  -0.35886  0.79
H  1.82143  0.55333  0.54900  0.83
O  2.23230  -0.96396  -1.30345  -0.57
C  2.48463  -0.49050  -2.39396  0.57
C  2.91633  0.92413  -2.52658  -0.30
C  3.19211  1.44906  -3.71708  -0.49
C  3.08012  0.64190  -4.95906  0.41
O  3.33690  1.12047  -6.04312  -0.57
C  2.64658  -0.77221  -4.82378  -0.41
C  2.37206  -1.29524  -3.63140  -0.44
H  2.99200  1.49426  -1.60785  0.52
H  3.50893  2.47710  -3.83903  0.44
H  2.56912  -1.33860  -5.73652  0.40
H  2.05748  -2.32396  -3.50868  0.47
O  -3.66935  -4.68020  3.92926  -0.55
C  -3.61082  -4.01342  2.92039  0.26
C  -2.40619  -3.20706  2.59695  -0.47
C  -2.34882  -2.47284  1.48954  -0.19
C  -3.47691  -2.42933  0.53116  0.58
O  -3.41577  -1.75801  -0.48210  -0.64
C  -4.68288  -3.23330  0.85261  -0.22
C  -4.74411  -3.96683  1.96029  -0.45
H  -1.59142  -3.25164  3.30823  0.46
H  -1.48298  -1.87758  1.23343  0.19
H  -5.50028  -3.18731  0.14477  0.59
H  -5.61224  -4.56054  2.21489  0.42
O  9.71644  -2.71829  -6.78545  -0.54
C  8.51290  -2.66156  -6.66166  0.34
C  7.66532  -1.96689  -7.66351  -0.34
C  6.34382  -1.90404  -7.52474  -0.32
C  5.66291  -2.52747  -6.36444  0.45
O  4.45673  -2.46955  -6.23950  -0.52
C  6.50705  -3.22085  -5.36138  -0.36
C  7.82842  -3.28407  -5.49937  -0.37
H  8.18335  -1.51991  -8.50220  0.40
H  5.70620  -1.40124  -8.24069  0.42
H  5.98795  -3.66644  -4.52220  0.43
H  8.46458  -3.78524  -4.78111  0.40
O  -4.88726  -6.30599  -0.92849  -0.54
C  -4.61104  -5.88064  -2.03100  0.34
C  -4.12737  -4.49133  -2.21872  0.11
C  -3.82777  -4.02029  -3.42568  -0.34
C  -3.96278  -4.86786  -4.63751  0.30
O  -3.68799  -4.44218  -5.73803  -0.54
C  -4.44693  -6.25989  -4.44909  -0.42
C  -4.74686  -6.72933  -3.24101  -0.43
H  -4.03339  -3.88878  -1.32818  0.20
H  -3.47457  -3.00841  -3.58096  0.50
H  -4.53890  -6.86036  -5.34510  0.41
H  -5.10090  -7.73983  -3.08101  0.42

Output
* net charge: 0
* calculated total energy: -88954.4733 eV
* orbital gap: 7.157 eV
* SMILES string: CCC[C@H](C)c1cc(Cl)c(S)c2c1C(=O)c1ccccc1C2=O.O=C1C=CC(=O)C=C1.O=C1C=CC(=O)C=C1.O=C1C=CC(=O)C=C1.O=C1C=CC(=O)C=C1
* lowest unoccupied orbital energy: -1.769 eV

=====

Entry 2:
Computed, not measured: C4H7N3S in the gas phase, with ωB97M-V with the def2-TZVPD basis set.

Last column: Mulliken charge in e.
Element x y z (Å)
C  -0.29605  1.70759  -0.01860  -0.36
C  1.90845  1.28473  0.32035  0.17
C  -0.51772  0.45593  -0.31600  0.64
C  -1.21370  -0.77777  -0.44094  -0.65
N  0.95624  2.19199  0.25608  -0.62
N  1.53848  0.07922  0.03662  -0.35
N  -1.65387  -1.45936  0.83367  -0.58
S  2.47726  -1.23865  -0.58188  -0.13
H  -1.05302  2.43814  -0.24205  0.36
H  2.88963  1.84851  0.52427  0.35
H  -2.17032  -0.71593  -0.99738  0.39
H  -0.67015  -1.59846  -0.97821  0.10
H  -2.65354  -1.19171  0.99922  0.27
H  -1.02962  -0.95179  1.49841  0.30
H  1.48795  -2.07244  -0.89354  0.11

Output
* net charge: 0
* ΔE to the lowest compared entry with this formula, charge and spin: 5.220 eV
* calculated total energy: -19562.5584 eV
* orbital gap: 8.044 eV
* lowest unoccupied orbital energy: -0.016 eV

=====

Entry 3:
Computed, not measured: a molecular structure, C39H48N6NbO2SSe, with ωB97M-V with the def2-TZVPD basis set.

Last column: Mulliken charge in e.
Element x y z (Å)
Nb  0.77083  0.40978  1.45829  -1.05
C  3.86898  4.42470  -0.94423  -0.97
C  2.89900  4.95336  -1.98833  -0.06
C  2.93412  4.15993  -3.27402  -0.60
C  2.54152  2.68399  -3.15805  -1.08
N  1.06937  2.56076  -3.07943  0.59
C  0.26080  2.51997  -1.97431  0.09
Se  0.92498  2.50247  -0.18591  0.38
N  -1.04151  2.71032  -2.35735  0.66
C  -2.16901  3.01538  -1.48148  -0.68
C  -2.92426  4.28075  -1.92950  -0.61
C  -3.32914  5.21796  -0.72166  -0.93
C  -4.52169  4.74221  0.17563  -0.98
C  -1.11967  2.61602  -3.77586  0.70
C  -2.17151  2.52642  -4.64428  -0.50
C  -1.85004  2.12610  -5.98399  -0.71
C  -0.51453  2.00439  -6.41703  -0.97
C  0.53014  2.37091  -5.53605  -0.60
C  0.23248  2.52596  -4.21045  0.31
H  3.90234  4.98770  -0.00520  0.35
H  4.91873  4.33475  -1.24894  0.36
H  3.57053  3.38630  -0.67096  0.00
H  3.23084  5.97383  -2.24179  0.37
H  1.89055  5.09194  -1.52471  0.11
H  3.93396  4.26981  -3.70236  0.47
H  2.23114  4.58482  -4.00443  0.34
H  2.99677  2.19571  -2.29780  0.47
H  2.87420  2.19234  -4.12124  0.36
H  -1.78654  3.07646  -0.45243  0.27
H  -2.83582  2.11500  -1.44380  0.20
H  -3.78174  3.96949  -2.51962  0.37
H  -2.29713  4.89958  -2.61365  0.46
H  -3.58412  6.18786  -1.20754  0.39
H  -2.47224  5.47233  -0.10879  0.40
H  -5.48684  4.83832  -0.37647  0.31
H  -4.59878  5.42182  1.00919  0.38
H  -4.32654  3.70752  0.56643  0.17
H  -3.23733  2.68867  -4.39599  0.31
H  -2.62967  1.96426  -6.72719  0.41
H  -0.31804  1.68551  -7.40610  0.48
H  1.55676  2.44894  -5.86170  0.45
C  -3.06810  -1.50945  3.99004  -1.37
C  -3.13824  0.00985  3.89611  1.75
C  -3.01499  0.70426  5.23893  -1.56
C  -4.42890  0.49242  3.18594  -1.55
C  -1.97821  0.33629  2.97080  0.90
C  -0.95925  0.58370  2.25448  -0.30
H  -3.64407  -1.98218  4.85222  0.37
H  -2.00886  -1.85610  4.16709  0.29
H  -3.44186  -1.90168  3.02502  0.39
H  -3.86881  0.45371  5.90094  0.39
H  -2.97281  1.79046  5.14608  0.41
H  -2.07151  0.37295  5.70663  0.38
H  -5.36425  0.19305  3.62570  0.42
H  -4.44309  -0.03983  2.24256  0.40
H  -4.41806  1.58316  3.05549  0.39
S  2.39258  1.77734  2.78482  -0.19
C  3.65341  0.59113  3.16509  0.36
N  4.85029  0.50762  2.61538  -0.12
C  5.54699  -0.71945  3.02245  -0.53
C  4.58840  -1.32110  4.03391  -0.32
N  3.48865  -0.30947  4.11945  -0.04
H  5.15726  1.17627  1.87905  0.24
H  6.58952  -0.63974  3.38841  0.34
H  5.56897  -1.34862  2.14767  0.33
H  5.01549  -1.48089  5.04616  0.35
H  4.13969  -2.30205  3.71595  0.16
H  2.59116  -0.57832  4.49371  0.27
O  1.27945  -1.20875  2.83841  -0.59
C  0.94491  -1.88643  1.80524  0.46
N  0.61522  -3.17853  1.74905  0.40
C  0.28725  -3.61133  0.36208  2.48
C  0.40301  -2.27290  -0.40204  -0.11
O  0.34582  -2.07812  -1.61788  -0.58
N  0.89252  -1.33077  0.47902  -0.31
C  -1.03574  -4.43672  0.42000  -0.01
C  -1.15555  -5.43960  1.47837  -0.59
C  -2.39862  -6.11258  1.65931  -0.94
C  -3.42788  -5.92308  0.73634  -0.49
C  -3.19636  -5.12420  -0.39106  -0.82
C  -2.05672  -4.34854  -0.51347  -0.33
C  1.30227  -4.51212  -0.32485  0.03
C  1.12858  -4.87238  -1.68577  -0.20
C  1.96256  -5.78530  -2.33221  -0.81
C  3.07836  -6.28398  -1.65505  -0.47
C  3.39206  -5.76886  -0.38122  -0.83
C  2.51478  -4.86956  0.25872  -0.44
H  0.54454  -3.74666  2.56490  0.29
H  -0.33581  -5.62906  2.15992  0.45
H  -2.47255  -6.76788  2.50725  0.46
H  -4.41605  -6.38189  0.89097  0.44
H  -3.95839  -5.09205  -1.17237  0.42
H  -1.95169  -3.73136  -1.36002  0.52
H  0.28694  -4.38654  -2.25757  0.23
H  1.76249  -6.02534  -3.38863  0.40
H  3.73508  -7.03296  -2.01194  0.46
H  4.33159  -6.07574  0.03480  0.43
H  2.69463  -4.51444  1.26275  0.44

Output
* net charge: +3
* calculated total energy: -131963.3256 eV
* orbital gap: 4.496 eV
* lowest unoccupied orbital energy: -10.661 eV

=====

Entry 4:
Computed, not measured: 3 unconnected molecules or ions with the total composition C15H24Br2Cl5FN3O7P2S, with ωB97M-V with the def2-TZVPD basis set.

Last column: Mulliken charge in e.
Element x y z (Å)
C  3.25027  -2.42640  0.41267  -1.16
C  1.99707  -2.38177  1.25535  0.49
Br  2.08366  -3.28887  2.87263  -0.07
C  0.88876  -1.74202  0.90353  -0.73
Br  -0.68514  -1.73196  1.88501  0.19
N  0.90970  -1.03116  -0.39927  1.43
C  -0.37285  -1.06123  -1.20537  -1.23
C  -1.08994  -2.41627  -1.25357  -0.72
S  -2.86884  -2.11844  -1.19481  0.94
O  -3.33268  -2.05658  0.15462  -0.54
O  -3.11949  -1.04591  -2.12062  -0.54
C  -0.03828  -0.57260  -2.61605  -0.97
P  1.30498  -1.54987  -3.59862  0.40
O  1.51070  -2.89045  -2.67051  -0.51
O  0.38421  -2.21371  -4.77335  -0.53
N  0.36126  0.81174  -2.47946  0.65
O  0.25844  1.54412  -3.70123  -0.47
C  1.29391  1.39856  -4.49445  0.62
N  2.21634  1.27025  -5.16645  -0.44
C  1.60016  1.04094  -1.77106  0.04
C  2.02659  2.51984  -1.74546  -1.55
C  1.00575  3.62311  -1.55557  0.38
O  1.23797  4.77482  -1.59358  -0.48
F  -0.26549  3.17298  -1.30776  -0.13
C  1.52469  0.40378  -0.34650  -0.20
P  0.86355  1.68102  0.90161  0.15
O  -0.72010  1.32019  0.91756  -0.35
Cl  1.50037  0.87089  2.64861  -0.12
H  3.03907  -2.85327  -0.57547  0.22
H  3.98136  -3.08578  0.87165  0.51
H  3.71906  -1.44656  0.30683  0.24
H  1.58104  -1.58896  -0.94244  0.20
H  -1.05386  -0.32802  -0.77211  0.42
H  -0.85020  -3.09322  -0.43443  0.41
H  -0.94136  -2.94162  -2.19158  0.47
H  -3.30767  -3.26919  -1.75674  0.20
H  -1.00960  -0.59234  -3.12180  1.01
H  1.05689  -3.68164  -2.98770  0.32
H  -0.21061  -1.59242  -5.21258  0.36
H  2.42990  0.53393  -2.29586  0.28
H  2.78040  2.69250  -0.97552  0.53
H  2.52703  2.73608  -2.69281  0.64
H  2.56374  0.22125  -0.06637  0.49
H  -1.14655  1.82989  0.19554  0.07
Cl  -5.47760  4.24376  -1.51797  -0.18
C  -5.21946  3.88812  0.20605  -0.52
C  -3.80096  3.46391  0.48348  -0.50
Cl  -3.43971  1.86815  -0.25137  -0.08
H  -5.92809  3.11763  0.49873  0.32
H  -5.43480  4.79848  0.76253  0.36
H  -3.64314  3.36204  1.55573  0.34
H  -3.08776  4.17911  0.08112  0.32
Cl  0.77932  -3.08891  6.95068  -0.18
C  0.52626  -1.33899  7.18155  -0.51
C  1.03105  -0.54866  6.00263  -0.09
Cl  2.81054  -0.60567  5.87261  -0.17
H  1.02590  -1.04662  8.10112  0.35
H  -0.54515  -1.18235  7.29326  0.31
H  0.75194  0.49863  6.10702  0.34
H  0.61853  -0.93735  5.07340  -0.04

Output
* net charge: +1
* calculated total energy: -269565.6982 eV
* orbital gap: 9.480 eV
* lowest unoccupied orbital energy: -2.736 eV

=====

Question: Which of these has the lowest lowest unoccupied orbital energy?
Answer: C39H48N6NbO2SSe